Record 1
A cluster of 2 separate species, C4H10O in total, computed with wB97M-V/def2-TZVPD.

Last column: Löwdin charge in e.
Cartesian coordinates (Å):
C: 1.717 -1.256 0.826  -0.037
C: 1.000 -0.161 0.595  -0.255
C: 0.324 0.177 -0.705  -0.201
C: -0.989 0.952 -0.619  -0.295
O: -1.209 1.479 -1.917  -0.076
H: 1.816 -2.044 0.084  0.062
H: 2.203 -1.424 1.784  0.055
H: -0.737 -1.339 1.598  0.041
H: -1.415 -1.037 1.657  0.058
H: 0.906 0.574 1.396  0.103
H: 0.176 -0.726 -1.311  0.122
H: 1.007 0.825 -1.267  0.122
H: -1.820 0.301 -0.312  0.098
H: -0.912 1.763 0.126  0.118
H: -2.067 1.916 -1.933  0.085

Values from the calculation:
HOMO level in eV: -9.56
Relative energy (zero: lowest compared OMol25 entry of this formula, charge and spin) in kcal per mole: 49.2
Total charge: 0
Gap between HOMO and LUMO in eV: 10.527

Record 2
A cluster of 9 separate species, C12H43N11O9 in total, computed with wB97M-V/def2-TZVPD.

Last column: Löwdin charge in e.
Cartesian coordinates (Å):
C: -0.087 -0.254 -0.639  -0.139
O: -0.833 -0.965 0.345  -0.148
H: -0.371 0.799 -0.706  0.077
H: 0.977 -0.373 -0.443  0.074
H: -0.299 -0.615 -1.650  0.067
H: -1.672 -0.483 0.301  0.028
C: 3.041 -0.185 -2.538  -0.123
O: 2.267 1.012 -2.458  -0.155
H: 3.177 -0.510 -3.567  0.089
H: 3.989 -0.217 -1.996  0.085
H: 2.466 -0.935 -1.984  0.049
H: 2.512 1.308 -1.564  0.031
C: 1.091 -3.577 -0.817  -0.159
O: -0.163 -3.872 -0.199  -0.136
H: 1.901 -3.226 -0.176  0.083
H: 1.457 -4.519 -1.233  0.084
H: 1.026 -2.964 -1.718  0.071
H: -0.459 -2.980 0.021  0.030
C: -0.728 -0.058 4.081  -0.660
O: 0.351 0.471 3.845  -0.043
N: -1.576 -0.309 3.063  0.186
N: -1.092 -0.461 5.295  0.185
H: -2.472 -0.764 3.096  0.114
H: -1.282 0.086 2.184  0.067
H: -2.001 -0.855 5.478  0.106
H: -0.593 -0.294 6.152  0.119
C: -2.971 1.793 0.304  -0.711
O: -3.145 0.669 0.776  0.004
N: -3.340 2.154 -0.907  0.192
N: -2.583 2.820 1.078  0.169
H: -3.519 3.114 -1.148  0.117
H: -3.850 1.429 -1.404  0.071
H: -2.002 3.511 0.628  0.105
H: -2.449 2.689 2.067  0.108
C: -4.194 -0.785 -2.748  -0.692
O: -4.463 0.409 -2.975  -0.026
N: -5.160 -1.700 -2.687  0.164
N: -3.005 -1.163 -2.314  0.199
H: -4.989 -2.658 -2.432  0.105
H: -6.081 -1.337 -2.506  0.116
H: -2.866 -2.150 -2.168  0.115
H: -2.178 -0.591 -2.346  0.085
C: 1.344 -3.647 3.005  -0.682
O: 2.058 -3.639 4.014  -0.005
N: 1.085 -4.794 2.318  0.165
N: 0.847 -2.491 2.538  0.183
H: 0.648 -4.675 1.415  0.051
H: 1.324 -5.734 2.574  0.106
H: 0.063 -2.584 1.910  0.069
H: 0.811 -1.768 3.240  0.079
C: -0.679 0.925 -4.967  -0.721
O: -0.051 -0.032 -5.475  -0.026
N: -1.775 1.475 -5.475  0.172
N: -0.143 1.423 -3.859  0.158
H: -2.180 2.251 -4.981  0.101
H: -2.118 1.082 -6.334  0.115
H: -0.531 2.226 -3.391  0.098
H: 0.676 0.966 -3.479  0.063
C: 2.464 0.510 2.238  -0.069
C: 2.427 2.054 2.103  -0.406
C: 2.104 2.476 0.674  -0.177
O: 3.181 2.133 -0.196  -0.216
C: 4.169 3.126 -0.208  -0.094
N: 1.365 2.495 2.994  0.029
H: 2.909 0.237 3.197  0.086
H: 3.171 -0.045 1.615  0.077
H: 1.441 0.144 2.160  0.042
H: 3.390 2.361 2.514  0.128
H: 1.865 3.542 0.627  0.127
H: 1.211 1.942 0.343  0.102
H: 4.956 2.858 -0.911  0.096
H: 4.654 3.262 0.762  0.089
H: 3.804 4.118 -0.485  0.093
H: 1.128 1.845 3.732  0.018
H: 0.547 2.498 2.393  0.044

Values from the calculation:
HOMO level in eV: -8.31
Total charge: 0
Gap between HOMO and LUMO in eV: 8.444

Record 3
A structure of composition CuH8O4, computed with wB97M-V/def2-TZVPD.

Last column: Löwdin charge in e.
Cartesian coordinates (Å):
Cu: 0.195 0.121 -0.312  0.244
O: 0.241 1.883 -0.730  -0.005
H: -0.014 2.503 -0.073  0.081
H: 1.087 2.160 -1.132  0.121
O: -1.705 -0.372 -0.164  -0.045
H: -1.962 -1.238 0.291  0.136
H: -2.388 0.297 0.025  0.103
O: 0.973 -1.404 -1.086  0.008
H: 0.332 -1.810 -1.642  0.078
H: 1.489 -2.051 -0.604  0.103
O: 0.649 -0.145 1.444  -0.009
H: -0.080 -0.386 2.009  0.088
H: 1.182 0.442 1.973  0.097

Values from the calculation:
HOMO level in eV: -11.88
Relative energy (zero: lowest compared OMol25 entry of this formula, charge and spin) in kcal per mole: 15.5
Total charge: +1
Gap between HOMO and LUMO in eV: 8.173

Record 4
A cluster of 2 separate species, C3H6OS in total, computed with wB97M-V/def2-TZVPD.

Last column: Löwdin charge in e.
Cartesian coordinates (Å):
C: -1.471 -0.569 0.060  -0.290
C: 1.678 -0.171 -0.297  -0.204
C: 0.672 0.761 0.086  -0.029
O: -4.036 -0.278 0.007  -0.611
S: -2.731 0.331 -0.409  0.788
H: -1.334 -1.206 0.812  -0.059
H: 1.563 -1.182 -0.009  0.061
H: 2.112 -0.076 -1.267  0.065
H: 2.610 0.009 0.401  0.128
H: 0.484 1.676 -0.538  0.091
H: 0.453 0.704 1.154  0.060

Values from the calculation:
HOMO level (spin up / spin down) in eV: -9.05 / -8.82
Relative energy (zero: lowest compared OMol25 entry of this formula, charge and spin) in kcal per mole: 128.1
Total charge: 0
Gap between HOMO and LUMO (spin up / spin down) in eV: 8.493 / 7.964

Number 1: electronic energy -6355.6709 eV. Number 2: electronic energy -47962.4506 eV. Number 3: electronic energy -52952.5139 eV. Number 4: electronic energy -16085.4340 eV.